(1)
Computed, not measured: a structure of composition C16H19B2CoF4N4O6, with ωB97M-V with the def2-TZVPD basis set.

```
52
Properties=species:S:1:pos:R:3:forces:R:3
Co -0.295204 -0.894654 0.033080 0.018 1.210 -0.290
C -2.387841 2.712790 0.750309 0.047 0.027 0.047
C -1.955940 1.292917 0.634900 -0.174 -0.121 0.050
N -0.534920 0.964084 0.631800 -0.335 -0.599 -0.238
O 0.852053 2.785335 0.122904 0.108 0.001 -0.038
B 2.965020 0.881815 0.385063 -0.403 0.191 -0.319
F 3.795205 1.826710 0.030964 0.104 -0.076 0.025
F 2.481298 0.821895 1.618172 0.192 -0.122 0.067
O 2.578081 -0.023652 -0.576392 0.346 -0.108 0.165
N 1.684674 -1.018890 -0.216932 -0.104 -0.019 0.247
C 2.166284 -2.204937 -0.143545 -0.060 -0.119 -0.152
C 3.595692 -2.578582 -0.285663 0.008 0.001 -0.051
C 1.130262 -3.251957 0.024455 0.025 0.094 -0.001
N -0.066485 -2.791314 -0.063397 0.004 -0.103 -0.300
O -1.053982 -3.655881 0.050561 -0.063 0.094 0.050
B -2.352547 -3.189610 -0.623456 0.186 -0.233 -0.044
F -2.040534 -2.751365 -1.881759 -0.047 0.043 0.023
F -3.229541 -4.203870 -0.510836 -0.024 0.022 -0.003
O -2.907245 -2.031089 0.187526 0.045 0.151 -0.007
N -2.165732 -0.949414 0.223941 -0.099 -0.216 0.063
C -2.793892 0.212861 0.462979 0.049 0.335 0.119
C -4.281831 0.330755 0.508596 0.011 -0.035 -0.021
C 1.403340 -4.699595 0.217075 -0.003 0.001 0.005
H -1.527858 3.377079 0.810627 -0.010 0.010 0.000
H -3.008275 2.864537 1.637975 0.004 0.002 -0.004
H -2.986365 3.013891 -0.111615 0.001 -0.024 -0.012
H 4.228025 -1.724684 -0.498409 -0.015 0.015 0.001
H 3.696505 -3.303755 -1.095082 0.004 -0.005 0.008
H 3.932237 -3.068187 0.630259 -0.003 0.002 0.002
H -4.753290 -0.618140 0.276847 0.006 -0.004 -0.007
H -4.607801 1.077007 -0.216918 -0.010 0.000 0.007
H -4.610090 0.656960 1.495954 0.002 -0.008 0.002
H 2.466491 -4.918507 0.221407 -0.003 -0.003 0.001
H 0.912751 -5.269448 -0.573620 0.003 0.006 -0.008
H 0.960022 -5.031494 1.157388 0.006 -0.003 0.001
C -0.048441 1.494465 3.097606 0.060 0.049 0.012
C -0.124722 0.545792 1.972341 0.110 0.032 0.030
O 0.048696 -0.662227 2.036760 -0.159 -0.053 0.109
C 0.191768 1.677852 -0.386452 0.197 0.144 0.170
C 1.300402 3.813722 -0.683091 -0.104 -0.012 0.093
C 1.343435 3.903883 -2.003554 -0.006 -0.131 -0.151
C 0.982998 2.922939 -3.041398 0.135 0.189 0.005
C 0.485296 1.703000 -2.884911 -0.134 -0.180 0.037
C 0.095475 1.095951 -1.601887 -0.018 0.151 -0.048
O -0.447372 -0.113235 -1.695669 0.213 -0.639 0.339
H -0.063369 0.956920 4.041772 0.002 -0.010 -0.005
H -0.860836 2.217502 3.041912 0.001 -0.001 0.007
H 0.893027 2.043342 3.004125 -0.060 0.020 -0.016
H 1.677666 4.605559 -0.052414 -0.059 0.020 0.011
H 1.768061 4.833756 -2.357615 -0.044 0.011 -0.022
H 1.177669 3.244082 -4.056981 0.049 0.019 0.020
H 0.291663 1.077084 -3.745677 0.001 -0.018 0.018
```
Forces are in eV/Å.

Results
ΔE to the lowest compared entry with this formula, charge and spin: 2.739 eV
orbital gap (spin up / spin down): 6.377 / 6.087 eV
HOMO level (spin up / spin down): -10.7 / -10.7 eV
spin multiplicity: 2
total charge: +1


(2)
Computed, not measured: an isolated molecule of C6H8OS3, with ωB97M-V with the def2-TZVPD basis set.

```
18
Properties=species:S:1:pos:R:3:forces:R:3
C 1.266801 0.916638 -0.210949 -0.773 0.676 0.177
C 1.421644 -1.566261 -0.135235 -0.403 -0.629 0.089
C 1.900958 -0.378361 -0.169827 1.910 1.202 -0.151
C 0.065748 1.226963 0.292398 -0.048 0.356 -0.042
C -0.819508 0.295913 1.065487 -0.227 -0.382 0.199
C -1.666508 -0.564080 0.190425 1.027 -0.102 -0.832
O -2.324585 -1.575617 0.781720 -0.513 -0.416 0.686
S 3.827939 -0.159392 -0.244582 -1.198 -0.544 0.368
S -0.520799 2.895660 0.062383 0.262 -0.187 0.032
S -2.021607 -0.090261 -1.436673 -0.358 0.168 -0.206
H 1.831774 1.712836 -0.676851 0.048 -0.032 -0.137
H 1.837173 -2.546324 -0.124564 -0.001 -0.519 0.019
H -0.199988 -0.372028 1.672079 0.019 0.035 0.060
H -1.455063 0.855555 1.765447 0.104 0.115 0.014
H -2.720400 -2.188019 0.146889 0.143 0.273 0.057
H 3.819005 0.175252 -1.532447 0.008 0.049 -0.270
H -1.793629 2.662063 0.387849 -0.092 -0.047 0.037
H -2.448962 -1.300537 -1.833541 0.093 -0.016 -0.101
```
Forces are in eV/Å.

Results
ΔE to the lowest compared entry with this formula, charge and spin: 3.267 eV
orbital gap (spin up / spin down): 8.806 / 5.681 eV
HOMO level (spin up / spin down): -8.5 / -6.5 eV
total charge: 0


(3)
Computed, not measured: an isolated molecule of C4H6OS2, with ωB97M-V with the def2-TZVPD basis set.

```
13
Properties=species:S:1:pos:R:3:forces:R:3
C -2.358009 0.520012 0.119627 0.507 0.693 0.312
S -1.356060 -0.961916 -0.152391 0.207 0.110 0.141
C 0.291827 -0.470351 0.131038 -0.331 0.122 -0.095
S 1.496012 -1.546052 -0.000367 0.034 -0.044 0.007
C 0.543988 0.956993 0.536401 -0.207 -0.217 0.281
C 1.526249 1.782343 -0.147116 0.470 0.220 0.056
O 0.134089 1.977097 -0.357958 -0.342 0.186 -0.145
H -2.242880 0.939170 1.137871 -0.115 -0.400 -0.501
H -3.385278 0.240091 -0.054876 -0.271 -0.246 0.094
H -2.096977 1.296288 -0.598092 0.022 -0.102 0.037
H 0.309575 1.161254 1.583051 0.091 -0.053 -0.090
H 2.045801 1.353317 -0.997491 0.098 0.038 0.116
H 2.033488 2.586622 0.397627 -0.162 -0.307 -0.214
```
Forces are in eV/Å.

Results
ΔE to the lowest compared entry with this formula, charge and spin: 1.862 eV
orbital gap: 8.495 eV
HOMO level: -8.8 eV
SMILES: CSC(=S)[C@H]1CO1
total charge: 0


(4)
Computed, not measured: a cluster of 2 separate species, C2H5NO in total, with ωB97M-V with the def2-TZVPD basis set.

```
9
Properties=species:S:1:pos:R:3:forces:R:3
C -1.133432 -0.288354 -0.074804 -0.216 -0.104 -0.018
N 0.056943 0.506378 0.065572 0.254 0.652 0.114
C 0.371480 1.649677 0.265973 0.059 0.035 0.006
O 0.802527 2.727729 0.455294 -0.273 -0.657 -0.116
H -1.741565 -0.244811 0.834177 0.090 -0.009 -0.133
H -0.845899 -1.326955 -0.250912 -0.033 0.162 0.029
H -1.734407 0.054327 -0.922937 0.090 -0.049 0.123
H 2.355117 -1.814288 -0.248672 -0.050 0.027 0.012
H 1.869240 -1.263701 -0.123694 0.079 -0.057 -0.018
```
Forces are in eV/Å.

Results
ΔE to the lowest compared entry with this formula, charge and spin: 1.627 eV
orbital gap: 11.193 eV
HOMO level: -10.5 eV
SMILES: CN=C=O.[H][H]
total charge: 0


(5)
Computed, not measured: a cluster of 13 separate species, H26O13 in total, with ωB97M-V with the def2-TZVPD basis set.

```
39
Properties=species:S:1:pos:R:3:forces:R:3
O -1.690608 -1.841276 2.273795 -0.396 -0.124 0.236
H -1.565204 -2.699418 1.851926 0.212 0.141 -0.120
H -2.281317 -2.016842 3.017505 0.013 -0.029 -0.074
O -2.885293 0.435908 0.769160 -0.046 -0.528 0.151
H -3.762776 0.177608 1.071017 0.002 0.059 -0.085
H -2.292036 -0.246027 1.124420 -0.310 -0.141 -0.068
O -2.383536 0.475624 -2.133339 -0.001 -0.066 -0.139
H -2.028938 -0.228844 -1.574146 -0.075 0.038 -0.039
H -2.641894 0.034021 -2.947937 0.043 0.074 -0.015
O 0.713981 3.654777 -0.006360 0.183 -0.042 -0.633
H -0.123281 3.174382 -0.029353 -0.011 0.081 0.335
H 1.362224 2.993951 0.268157 -0.128 0.134 0.388
O 2.070169 2.049613 2.041836 0.537 0.024 -0.044
H 1.227753 2.059130 2.504397 -0.050 -0.093 -0.089
H 2.128540 1.161305 1.672936 -0.308 -0.019 0.034
O 2.198785 0.519155 -2.492119 0.561 0.111 0.445
H 2.539895 1.425805 -2.531767 -0.028 -0.078 0.215
H 2.985450 -0.038251 -2.523711 -0.032 0.040 -0.001
O 0.019543 0.244246 3.222942 -0.360 -0.086 0.192
H -0.745288 -0.340956 3.089328 0.532 0.100 -0.073
H 0.563925 -0.209967 3.875301 0.052 0.042 -0.072
O -1.204190 -1.924309 -0.883977 -0.014 -0.279 0.109
H -1.900515 -2.571414 -1.040021 -0.010 0.074 -0.039
H -0.390448 -2.350725 -1.215883 -0.282 -0.063 0.183
O -1.369349 2.423097 1.626802 -0.328 -0.269 0.030
H -0.896100 2.064385 2.384687 -0.012 0.026 -0.001
H -2.050676 1.743226 1.417931 0.399 0.646 0.027
O 0.829635 -0.048338 0.153241 -0.006 -0.141 -0.117
H -0.102538 -0.234802 0.311673 0.019 0.103 0.032
H 0.852759 0.354194 -0.724806 0.131 0.060 0.043
O 2.354814 -2.119111 1.688554 -0.123 -0.002 0.103
H 3.171949 -1.612509 1.673919 -0.027 -0.006 0.002
H 1.697370 -1.533190 1.284648 0.178 0.042 -0.128
O 0.445080 1.182913 -4.385400 0.401 0.044 0.206
H 1.087727 1.010039 -3.661303 -0.875 -0.130 -0.908
H -0.049050 0.364477 -4.476466 -0.067 0.048 0.053
O 1.216070 -2.706020 -1.927370 0.075 0.388 -0.221
H 1.780489 -3.057774 -2.623537 -0.109 -0.163 0.038
H 1.116898 -1.768067 -2.146680 0.259 -0.016 0.044
```
Forces are in eV/Å.

Results
ΔE to the lowest compared entry with this formula, charge and spin: 1.932 eV
orbital gap: 9.236 eV
HOMO level: -9.7 eV
total charge: 0


(6)
Computed, not measured: an isolated molecule of C5H7N3O, with ωB97M-V with the def2-TZVPD basis set.

```
16
Properties=species:S:1:pos:R:3:forces:R:3
H -3.372522 -1.009910 -0.242740 -1.047 -2.482 -0.013
N -3.119800 -0.085714 -0.356949 2.656 2.581 0.316
C -1.851755 -0.001717 -0.061772 -1.138 -0.333 0.313
N -1.242555 1.204395 0.105239 3.426 0.375 0.153
C 0.220211 1.259841 0.161790 -1.411 -1.985 0.571
C 0.992591 0.113831 0.095273 -0.078 3.814 0.310
C 2.440361 0.409196 -0.175140 -2.818 0.873 1.798
O 3.307714 -0.385097 -0.181972 1.963 -2.028 -0.535
C 0.393979 -1.211699 0.153203 0.237 0.646 -1.261
N -1.038497 -1.066330 0.289696 -1.789 -2.678 -0.086
H -1.819420 2.011260 0.026055 -0.070 0.515 -0.058
H 0.733612 2.138458 0.552716 -0.571 0.427 -1.000
H 2.635367 1.479174 -0.233467 0.166 0.628 -0.311
H 0.631417 -1.520261 -0.839388 0.112 -1.481 -0.911
H 0.920573 -1.864124 0.857716 -0.584 0.095 0.177
H -1.557094 -1.936984 0.028854 0.946 1.035 0.540
```
Forces are in eV/Å.

Results
ΔE to the lowest compared entry with this formula, charge and spin: 1.556 eV
orbital gap: 9.010 eV
HOMO level: -8.8 eV
SMILES: [H]/N=C1/NC=C(C=O)CN1
total charge: 0


Number 1: electronic energy -3123.40121 hartree. Number 2: electronic energy -1503.03166 hartree. Number 3: electronic energy -1027.56311 hartree. Number 4: electronic energy -209.16253 hartree. Number 5: electronic energy -993.70222 hartree. Number 6: electronic energy -434.18711 hartree.